Below is a 10-piece molecular cluster, C55H125N5O15 overall, with properties calculated with the ωB97M-V functional and the def2-TZVPD basis.

Each atom is followed by the atoms it is bonded to, with distances in Å.
Atoms and positions in Å:
1 O 4.92 2.80 -0.18  C54 1.418, H154 0.963
2 O 0.99 3.60 -6.07  C37 1.420, H166 0.960
3 O 4.87 -3.69 -2.71  N18 1.390, H161 0.971
4 O -2.33 3.27 1.17  N19 1.408, H85 0.965
5 O 0.19 2.43 0.32  C39 1.431, H131 0.960
6 O 1.42 6.92 0.01  C61 1.461, H122 0.963
7 O -1.40 -0.18 0.04  C59 1.419, H77 0.968
8 O -2.77 -3.19 -5.11  N17 1.389, H99 0.970
9 O 3.77 -0.72 2.60  N16 1.388, H123 0.963
10 O 1.50 5.02 2.36  C55 1.423, H173 0.960
11 O 0.80 4.90 5.05  C53 1.430, H177 0.961
12 O 3.12 2.56 -4.43  C46 1.415, H151 0.963
13 O -0.28 5.07 -1.78  C31 1.427, H174 0.964
14 O 2.67 4.43 -0.28  C62 1.419, H138 0.963
15 O -0.24 -4.81 4.32  N20 1.404, H125 0.969
16 N 4.11 -0.21 3.84  O9 1.388, C47 1.483, C64 1.476
17 N -3.57 -2.75 -4.07  O8 1.389, C29 1.498, C57 1.499
18 N 3.99 -2.62 -2.79  O3 1.390, C23 1.490, C43 1.460
19 N -3.23 2.25 0.81  O4 1.408, C48 1.495, C69 1.502
20 N -0.79 -4.74 3.03  O15 1.404, C60 1.479, C63 1.464
21 C -1.48 -5.81 0.97  C28 1.546, C63 1.552, H184 1.091, H198 1.093
22 C 3.60 1.51 5.57  C49 1.571, C64 1.541, H179 1.089, H195 1.093
23 C 2.81 -2.89 -3.65  N18 1.490, C30 1.533, C36 1.552, C58 1.532
24 C -4.80 3.13 2.63  C69 1.554, H114 1.091, H164 1.086, H191 1.093
25 C -1.69 -2.79 -2.53  C57 1.538, H104 1.091, H136 1.089, H165 1.092
26 C 5.78 0.21 5.53  C47 1.544, C49 1.549, H109 1.090, H133 1.097
27 C 6.35 0.78 3.11  C47 1.543, H171 1.091, H190 1.090, H200 1.088
28 C -2.65 -4.81 0.81  C21 1.546, C67 1.547, H95 1.090, H124 1.090
29 C -4.99 -2.44 -4.44  N17 1.498, C41 1.526, C70 1.572, C75 1.510
30 C 2.13 -4.17 -3.15  C23 1.533, H84 1.089, H101 1.092, H176 1.095
31 C -0.16 6.49 -1.81  O13 1.427, C61 1.506, H78 1.091, H153 1.093
32 C -5.11 -1.02 -2.31  C33 1.527, C75 1.504, H107 1.094, H181 1.090
33 C -3.73 -1.55 -1.93  C32 1.527, C57 1.525, H92 1.094, H168 1.096
34 C -2.06 -6.89 3.10  C63 1.493, H89 1.094, H150 1.090, H187 1.093
35 C -2.29 -0.62 -3.73  C57 1.517, H79 1.089, H143 1.098, H183 1.092
36 C 3.40 -3.16 -5.06  C23 1.552, H139 1.094, H162 1.087, H163 1.092
37 C 0.82 3.34 -4.69  O2 1.420, C46 1.533, H112 1.092, H186 1.096
38 C 1.61 -1.03 -2.41  C58 1.516, C68 1.514, H98 1.093, H188 1.093
39 C 0.56 1.26 -0.41  O5 1.431, C59 1.536, H144 1.095, H170 1.093
40 C -4.85 1.33 -0.80  C48 1.565, C66 1.500, H82 1.091, H128 1.098
41 C -5.06 -1.43 -5.59  C29 1.526, H132 1.093, H148 1.088, H194 1.090
42 C -2.89 -3.64 3.86  C60 1.528, H106 1.090, H116 1.090, H120 1.095
43 C 3.86 -1.89 -1.53  N18 1.460, C44 1.534, C51 1.527, C68 1.524
44 C 3.41 -2.71 -0.31  C43 1.534, H149 1.095, H157 1.090, H185 1.092
45 C 1.83 0.64 4.13  C64 1.516, H119 1.094, H192 1.094, H197 1.090
46 C 1.76 2.22 -4.25  O12 1.415, C37 1.533, H113 1.097, H172 1.093
47 C 5.58 -0.18 4.05  N16 1.483, C26 1.544, C27 1.543, C52 1.524
48 C -3.88 2.53 -0.50  N19 1.495, C40 1.565, C50 1.542, C72 1.555
49 C 5.14 1.58 5.87  C22 1.571, C26 1.549, H146 1.089, H155 1.091
50 C -4.66 3.86 -0.61  C48 1.542, H88 1.093, H97 1.090, H142 1.089
51 C 5.23 -1.30 -1.22  C43 1.527, H126 1.093, H141 1.089, H178 1.092
52 C 6.07 -1.61 3.88  C47 1.524, H87 1.090, H90 1.091, H102 1.090
53 C -0.16 4.65 4.02  O11 1.430, C55 1.519, H76 1.090, H100 1.093
54 C 4.20 2.88 -1.39  O1 1.418, C62 1.519, H167 1.093, H182 1.088
55 C 0.22 5.46 2.80  O10 1.423, C53 1.519, H81 1.097, H83 1.093
56 C -4.97 0.73 1.63  C66 1.515, C69 1.523, H118 1.093, H130 1.093
57 C -2.81 -1.90 -3.10  N17 1.499, C25 1.538, C33 1.525, C35 1.517
58 C 1.85 -1.69 -3.75  C23 1.532, C38 1.516, H158 1.092, H169 1.091
59 C -0.01 0.00 0.27  O7 1.419, C39 1.536, H80 1.089, H140 1.094
60 C -1.68 -3.56 2.93  N20 1.479, C42 1.528, C67 1.577, C73 1.508
61 C 1.16 7.10 -1.41  O6 1.461, C31 1.506, H103 1.093, H199 1.090
62 C 3.46 4.21 -1.43  O14 1.419, C54 1.519, H137 1.096, H196 1.096
63 C -1.02 -6.06 2.43  N20 1.464, C21 1.552, C34 1.493, C71 1.536
64 C 3.30 0.99 4.14  N16 1.476, C22 1.541, C45 1.516, C74 1.551
65 C -3.17 1.29 3.11  C69 1.550, H147 1.095, H152 1.091, H175 1.091
66 C -5.74 1.01 0.36  C40 1.500, C56 1.515, H134 1.093, H135 1.092
67 C -2.29 -3.46 1.48  C28 1.547, C60 1.577, H129 1.091, H159 1.093
68 C 2.95 -0.70 -1.77  C38 1.514, C43 1.524, H93 1.094, H110 1.092
69 C -4.07 1.90 2.01  N19 1.502, C24 1.554, C56 1.523, C65 1.550
70 C -5.69 -3.76 -4.93  C29 1.572, H115 1.089, H160 1.092, H193 1.090
71 C 0.31 -6.81 2.30  C63 1.536, H117 1.090, H127 1.091, H189 1.093
72 C -2.82 2.57 -1.64  C48 1.555, H91 1.086, H105 1.092, H180 1.095
73 C -0.86 -2.30 3.06  C60 1.508, H94 1.092, H108 1.091, H145 1.091
74 C 3.49 2.15 3.13  C64 1.551, H86 1.092, H96 1.093, H121 1.089
75 C -5.75 -2.05 -3.20  C29 1.510, C32 1.504, H111 1.094, H156 1.092
76 H -1.13 4.94 4.43  C53 1.090
77 H -1.88 0.65 0.13  O7 0.968
78 H -0.29 6.82 -2.84  C31 1.091
79 H -2.98 0.15 -4.08  C35 1.089
80 H 0.58 -0.88 -0.01  C59 1.089
81 H 0.34 6.49 3.14  C55 1.097
82 H -4.48 0.50 -1.40  C40 1.091
83 H -0.48 5.54 1.96  C55 1.093
84 H 2.44 -5.14 -3.55  C30 1.089
85 H -1.45 2.90 1.04  O4 0.965
86 H 4.35 2.77 3.39  C74 1.092
87 H 7.05 -1.75 4.33  C52 1.090
88 H -5.72 3.71 -0.43  C50 1.093
89 H -1.95 -6.93 4.19  C34 1.094
90 H 6.17 -1.82 2.81  C52 1.091
91 H -3.15 2.80 -2.64  C72 1.086
92 H -3.83 -2.36 -1.20  C33 1.094
93 H 3.39 -0.04 -2.53  C68 1.094
94 H -1.49 -1.48 2.73  C73 1.092
95 H -3.58 -5.21 1.23  C28 1.090
96 H 3.78 1.72 2.17  C74 1.093
97 H -4.65 4.25 -1.62  C50 1.090
98 H 1.06 -1.66 -1.70  C38 1.093
99 H -2.57 -2.41 -5.65  O8 0.970
100 H -0.22 3.58 3.79  C53 1.093
101 H 2.06 -4.17 -2.06  C30 1.092
102 H 5.35 -2.27 4.35  C52 1.090
103 H 1.06 8.17 -1.62  C61 1.093
104 H -0.91 -3.04 -3.25  C25 1.091
105 H -2.18 1.68 -1.61  C72 1.092
106 H -3.46 -4.56 3.70  C42 1.090
107 H -4.96 -0.08 -2.85  C32 1.094
108 H -0.45 -2.17 4.06  C73 1.091
109 H 5.60 -0.60 6.23  C26 1.090
110 H 2.75 -0.15 -0.85  C68 1.092
111 H -6.71 -1.67 -3.57  C75 1.094
112 H 0.93 4.27 -4.12  C37 1.092
113 H 1.59 1.32 -4.86  C46 1.097
114 H -5.24 2.72 3.54  C24 1.091
115 H -6.68 -3.51 -5.29  C70 1.089
116 H -3.62 -2.84 3.81  C42 1.090
117 H 0.32 -7.66 1.61  C71 1.090
118 H -4.40 -0.20 1.56  C56 1.093
119 H 1.55 -0.30 4.62  C45 1.094
120 H -2.48 -3.59 4.87  C42 1.095
121 H 2.61 2.79 3.09  C74 1.089
122 H 0.79 7.52 0.42  O6 0.963
123 H 3.25 -1.50 2.83  O9 0.963
124 H -2.74 -4.57 -0.25  C28 1.090
125 H -0.99 -4.93 4.92  O15 0.969
126 H 5.18 -0.58 -0.40  C51 1.093
127 H 1.11 -6.13 1.99  C71 1.091
128 H -5.58 1.73 -1.52  C40 1.098
129 H -3.14 -2.79 1.49  C67 1.091
130 H -5.74 0.52 2.38  C56 1.093
131 H 0.98 2.96 0.42  O5 0.960
132 H -4.63 -0.52 -5.15  C41 1.093
133 H 6.82 0.49 5.74  C26 1.097
134 H -6.36 1.88 0.61  C66 1.093
135 H -6.38 0.15 0.15  C66 1.092
136 H -2.06 -3.77 -2.21  C25 1.089
137 H 2.82 4.29 -2.32  C62 1.096
138 H 2.19 5.26 -0.37  O14 0.963
139 H 2.63 -3.30 -5.82  C36 1.094
140 H 0.00 0.15 1.35  C59 1.094
141 H 6.06 -1.96 -0.97  C51 1.089
142 H -4.28 4.61 0.09  C50 1.089
143 H -1.83 -0.06 -2.91  C35 1.098
144 H 0.23 1.30 -1.45  C39 1.095
145 H -0.01 -2.34 2.37  C73 1.091
146 H 5.59 2.39 5.31  C49 1.089
147 H -2.87 2.11 3.76  C65 1.095
148 H -4.47 -1.74 -6.45  C41 1.088
149 H 2.32 -2.69 -0.23  C44 1.095
150 H -3.09 -6.60 2.89  C34 1.090
151 H 3.20 2.43 -5.38  O12 0.963
152 H -3.62 0.58 3.80  C65 1.091
153 H -0.92 6.87 -1.13  C31 1.093
154 H 4.31 2.95 0.55  O1 0.963
155 H 5.33 1.80 6.92  C49 1.091
156 H -5.94 -2.87 -2.51  C75 1.092
157 H 3.74 -2.39 0.68  C44 1.090
158 H 0.89 -2.06 -4.12  C58 1.092
159 H -1.59 -2.95 0.80  C67 1.093
160 H -5.14 -4.26 -5.73  C70 1.092
161 H 4.44 -4.33 -2.12  O3 0.971
162 H 4.06 -4.02 -5.07  C36 1.087
163 H 3.91 -2.28 -5.45  C36 1.092
164 H -5.37 3.77 1.96  C24 1.086
165 H -1.18 -2.25 -1.73  C25 1.092
166 H 0.52 4.41 -6.25  O2 0.960
167 H 3.47 2.07 -1.47  C54 1.093
168 H -3.20 -0.84 -1.29  C33 1.096
169 H 2.22 -1.02 -4.52  C58 1.091
170 H 1.64 1.23 -0.55  C39 1.093
171 H 5.93 0.71 2.11  C27 1.091
172 H 1.44 1.84 -3.28  C46 1.093
173 H 1.81 5.45 1.56  O10 0.960
174 H -0.20 4.72 -0.89  O13 0.964
175 H -2.23 0.82 2.80  C65 1.091
176 H 1.07 -4.14 -3.42  C30 1.095
177 H 1.62 5.25 4.69  O11 0.961
178 H 5.49 -0.72 -2.10  C51 1.092
179 H 2.97 1.00 6.30  C22 1.089
180 H -2.12 3.33 -1.29  C72 1.095
181 H -5.73 -0.86 -1.43  C32 1.090
182 H 4.83 2.91 -2.28  C54 1.088
183 H -1.46 -0.78 -4.42  C35 1.092
184 H -1.78 -6.75 0.50  C21 1.091
185 H 3.66 -3.77 -0.38  C44 1.092
186 H -0.22 3.01 -4.60  C37 1.096
187 H -1.97 -7.94 2.84  C34 1.093
188 H 1.05 -0.13 -2.62  C38 1.093
189 H 0.60 -7.20 3.28  C71 1.093
190 H 7.40 0.49 3.09  C27 1.090
191 H -4.03 3.78 3.04  C24 1.093
192 H 1.49 0.43 3.11  C45 1.094
193 H -5.65 -4.50 -4.13  C70 1.090
194 H -6.07 -1.12 -5.85  C41 1.090
195 H 3.31 2.56 5.57  C22 1.093
196 H 4.08 5.11 -1.43  C62 1.096
197 H 1.19 1.40 4.58  C45 1.090
198 H -0.66 -5.41 0.36  C21 1.093
199 H 2.03 6.76 -1.97  C61 1.090
200 H 6.28 1.83 3.41  C27 1.088

The SMILES is CC1(C)CCCC(C)(C)N1O.CC1(C)CCCC(C)(C)N1O.CC1(C)CCCC(C)(C)N1O.CC1(C)CCCC(C)(C)N1O.CC1(C)CCCC(C)(C)N1O.OCCO.OCCO.OCCO.OCCO.OCCO. The multiplicity is 1. The value obtained for the frontier orbital gap is 8.22 eV. The energy above the lowest of the compared OMol25 structures with the same formula, charge and spin comes out at 0.000 eV. Its calculated total energy is -3572.5994 a.u. The calculation puts the max |F| at 0.0527 hartree/bohr. For the molecular weight, the calculation gives 1096.625 g/mol. The HOMO energy comes out at -8.14 eV.